17
Properties=species:S:1:pos:R:3 method="wB97M-V/def2-TZVPD" multiplicity=1 e_above_lowest_kj_mol=517.79 energy_ha=-272.5208 homo_energy_ha=-0.2939 homo_lumo_gap_ha=0.308
C 0.32424 1.82877 0.49763
C -0.26021 0.73422 1.40054
C -0.91726 1.18813 0.04120
C -0.79463 0.23581 -1.08283
C 0.22102 -0.62846 -1.10186
C 0.99804 -0.93893 0.16022
C 0.39505 -0.54160 1.46801
H 0.30792 2.83756 0.89245
H 1.22726 1.56272 -0.04554
H -0.75818 1.10868 2.29365
H -1.83963 1.75403 0.13933
H -1.53462 0.28288 -1.87808
H 0.42117 -1.23837 -1.98020
H -0.48519 -2.82208 -0.92214
H 1.29103 -1.99314 0.16534
H 1.95766 -0.39280 0.21963
H -0.62599 -3.07267 -0.23929

---

18
Properties=species:S:1:pos:R:3 method="wB97M-V/def2-TZVPD" multiplicity=3 total_charge=-1 e_above_lowest_kj_mol=414.98 energy_ha=-526.9089 s_squared=2.04 homo_energy_ha="-0.0319 / -0.1351" homo_lumo_gap_ha="0.177 / 0.255"
C 0.69187 -1.62212 -0.42364
C -2.48312 -1.51770 0.70671
C -0.49306 -1.22853 0.00740
C -0.65642 -0.33590 1.27601
C 1.79540 0.27092 -0.06278
C 0.80750 1.22107 -0.70967
N -1.72064 -1.83832 -0.28165
N 0.03311 0.48363 1.84333
N -1.88965 -0.90588 1.76281
N 1.86938 -1.02131 -0.10920
O 2.98413 -1.62888 0.05715
H 0.78991 -2.51247 -1.11176
H -3.52693 -1.96192 0.86070
H 2.78111 0.59175 0.17018
H 0.18614 1.79243 0.00923
H 0.14826 0.60054 -1.28198
H 1.29576 1.95998 -1.34244
H -2.21997 -0.36284 2.43919

---

9
Properties=species:S:1:pos:R:3 method="wB97M-V/def2-TZVPD" multiplicity=1 total_charge=+1 e_above_lowest_kj_mol=317.62 energy_ha=-647.8830 homo_energy_ha=-0.5667 homo_lumo_gap_ha=0.333
C -0.60262 -0.85522 -0.88568
C 0.37284 0.40357 1.11188
N -0.56994 0.11254 0.02739
N -0.48843 0.43412 -1.39863
Cl -0.87023 -2.43261 -1.22000
H 0.43080 -0.44313 1.78428
H 1.28838 0.80340 0.59968
H -0.03141 1.25992 1.73912
H 0.47061 0.71743 -1.75804

---

15
Properties=species:S:1:pos:R:3 method="wB97M-V/def2-TZVPD" multiplicity=1 e_above_lowest_kj_mol=64.27 energy_ha=-324.9481 homo_energy_ha=-0.3573 homo_lumo_gap_ha=0.393
C 1.78369 -0.48034 -1.96396
N 2.09548 0.03210 -0.63202
H 0.38170 0.90615 -0.37070
H 1.60987 -0.40993 0.13648
H 3.08779 -0.12304 -0.52164
H 1.93397 -1.55445 -2.06467
H 2.44130 -0.02153 -2.69261
H 0.77281 -0.27538 -2.31779
C -2.09016 0.40434 1.58777
C -0.97436 0.04340 0.62275
O -0.34563 1.12972 0.18188
O -0.64586 -1.08564 0.35896
H -2.01603 1.43421 1.91230
H -1.92542 -0.30085 2.39710
H -3.06402 0.23548 1.14137

---

47
Properties=species:S:1:pos:R:3 method="wB97M-V/def2-TZVPD" multiplicity=1 e_above_lowest_kj_mol=93.10 energy_ha=-907.1022 homo_energy_ha=-0.3037 homo_lumo_gap_ha=0.335
C -3.50378 1.52594 1.67937
H -3.24108 1.60893 0.62722
C -2.24793 1.46729 2.54216
C -2.59155 1.37411 4.02804
C -1.30629 1.26611 4.84049
C -0.47314 0.08523 4.35252
N -0.16261 0.25005 2.94654
C -1.37923 0.27053 2.15604
H -1.09852 0.34236 1.10230
H -1.95990 -0.66270 2.29162
C 0.77291 -0.75036 2.46414
C 1.29375 -0.39443 1.09819
C 1.69731 0.91007 0.82916
C 2.18387 1.25491 -0.41185
C 2.28819 0.29738 -1.42248
C 1.88706 -1.00608 -1.16228
C 1.39248 -1.33743 0.08937
H 1.07856 -2.35542 0.27363
H 1.93823 -1.76836 -1.92377
O 2.79164 0.74553 -2.61030
C 2.97109 -0.17561 -3.66122
C 1.68785 -0.72126 -4.24201
C 0.50480 -0.00254 -4.14272
C -0.66476 -0.50454 -4.68524
C -0.66041 -1.72387 -5.34009
C 0.51882 -2.44184 -5.44898
C 1.68677 -1.94495 -4.89947
H 2.60563 -2.50930 -4.97971
H 0.52817 -3.39397 -5.95904
H -1.57312 -2.11522 -5.76449
H -1.58141 0.05991 -4.59766
H 0.50445 0.94964 -3.63300
H 3.50146 0.39624 -4.43243
H 3.62352 -1.00155 -3.34299
H 2.49669 2.26432 -0.62941
H 1.61121 1.65162 1.60799
H 1.61499 -0.77947 3.16543
H 0.32207 -1.76037 2.44148
H 0.46622 0.04114 4.91092
H -1.02472 -0.85677 4.53836
H -0.72266 2.17989 4.71798
H -1.53209 1.14051 5.90110
H -3.16343 2.25050 4.33964
H -3.21021 0.48953 4.20131
H -1.65721 2.37414 2.37809
H -4.11327 2.38448 1.95229
H -4.10043 0.62567 1.81378

---

13
Properties=species:S:1:pos:R:3 method="wB97M-V/def2-TZVPD" multiplicity=1 e_above_lowest_kj_mol=288.09 energy_ha=-286.5219 homo_energy_ha=-0.3301 homo_lumo_gap_ha=0.355
O -1.76273 -0.63429 -0.36547
C -0.91820 -0.23198 -1.35426
C -0.24847 0.91582 -1.29342
C 0.74665 0.47587 2.13477
C 1.22291 -0.36527 1.25179
N 1.59706 -1.18700 0.41894
H -2.06618 -1.53106 -0.54496
H -0.83496 -0.89339 -2.21719
H 1.14200 -0.95044 -0.47123
H -0.38906 1.60607 -0.46825
H 0.46849 1.16384 -2.06719
H -0.19934 0.22454 2.59889
H 1.24182 1.40728 2.37758